Entry 1:
Molecular formula: CH5FOP2
Method: DFT, ωB97M-V/def2-TZVPD

Each line ends with the Löwdin charge.
CARTESIAN COORDINATES (ANGSTROEM)
C -0.691 1.712 -0.597  -0.17
O -0.440 0.366 -0.354  -0.55
F 2.197 -0.164 -0.123  -0.47
P 0.035 -2.375 0.198  0.58
P 0.582 -0.254 0.782  0.74
H -0.893 1.742 -1.764  0.14
H 0.137 2.251 -0.351  0.03
H -1.426 2.156 0.013  0.06
H -0.698 -2.588 1.273  -0.23
H 1.197 -2.846 0.923  -0.14

Properties
Energy above the lowest of the compared OMol25 structures with the same formula, charge and spin in kcal/mol: 16.4
E_LUMO in eV: 0.66
SMILES string: COP(F)#[PH2]
Strongest force on any atom in eV/Å: 3.65
Kohn-Sham gap in eV: 9.9
Energy in Eh: -898.8864

Entry 2:
Molecular formula: C27H50OP2Ru
Method: DFT, ωB97M-V/def2-TZVPD

Each line ends with the Mulliken spin population.
CARTESIAN COORDINATES (ANGSTROEM)
Ru 0.264 1.842 -0.879  3.13
C 0.975 0.802 2.757  0.10
C 1.982 1.159 1.843  0.18
C 0.020 2.390 1.317  -0.22
C -0.209 1.505 2.446  0.25
C 1.472 2.154 0.853  0.39
C 1.143 -0.025 3.998  0.02
H 2.056 -0.636 3.992  0.00
H 0.287 -0.710 4.142  0.00
H 1.180 0.631 4.888  0.00
C -1.301 1.695 3.438  -0.05
H -1.543 0.713 3.853  0.01
H -2.205 2.088 2.963  0.00
H -1.031 2.374 4.269  0.02
C -0.509 3.778 1.366  0.01
H 0.110 4.387 2.055  0.00
H -1.547 3.817 1.749  0.00
H -0.510 4.219 0.357  0.02
C 2.333 3.329 0.548  0.04
H 2.300 4.022 1.400  0.01
H 1.968 3.786 -0.360  0.05
H 3.359 3.045 0.342  0.00
C 3.400 0.814 2.089  -0.03
H 3.954 1.664 2.532  0.02
H 3.918 0.540 1.151  0.01
H 3.515 -0.008 2.822  0.00
C -0.727 -2.464 1.304  0.67
C 0.574 -2.593 1.462  -0.07
C 1.950 -2.231 0.958  0.08
C 2.127 -2.048 -0.583  0.01
C 1.545 -0.737 -0.977  0.08
C 0.207 -0.327 -0.963  0.27
C -1.041 -1.177 -0.802  -0.03
C -1.537 -1.442 0.667  0.18
H 2.609 -3.060 1.263  0.00
H 1.725 -2.901 -1.168  0.00
H 2.387 -1.345 1.460  -0.03
H -2.590 -1.769 0.597  0.02
H -1.135 -1.643 3.101  0.02
H 0.763 -3.400 2.199  0.06
H -1.598 -0.534 1.274  0.03
H -1.909 -0.723 -1.345  -0.02
H -0.044 0.418 -1.840  -0.19
H -0.891 -2.142 -1.325  0.00
H 3.218 -2.020 -0.803  0.00
H 2.285 0.028 -1.239  0.00
P -0.295 -0.949 -3.791  -0.01
P 0.089 2.305 -3.108  -0.10
C -0.020 0.158 -5.265  0.00
C -0.513 1.525 -4.871  -0.01
H -0.563 -0.294 -6.114  0.00
H 1.064 0.105 -5.482  0.00
H -0.201 2.219 -5.674  0.00
H -1.623 1.539 -4.840  0.00
C -0.919 3.767 -3.631  0.01
H -0.585 4.650 -3.074  0.01
H -1.970 3.550 -3.394  0.00
H -0.842 3.960 -4.715  0.00
C 1.759 2.612 -3.795  0.00
H 1.725 2.877 -4.867  0.00
H 2.379 1.714 -3.676  0.01
H 2.210 3.432 -3.227  0.01
C -1.942 -1.676 -4.276  0.00
H -2.274 -2.320 -3.442  0.00
H -1.834 -2.286 -5.194  0.00
H -2.680 -0.868 -4.436  0.00
C 0.805 -2.320 -4.375  0.00
H 1.633 -1.893 -4.961  0.00
H 0.231 -3.027 -4.999  0.00
H 1.198 -2.834 -3.481  0.00
C -1.972 -3.896 3.549  0.03
C -2.706 -2.599 3.775  0.01
C -3.571 -2.539 5.007  0.00
O -1.767 -1.493 3.842  0.02
H -1.594 -3.916 2.504  -0.04
H -2.631 -4.766 3.731  0.00
H -1.102 -3.971 4.231  0.00
H -3.379 -2.437 2.915  0.01
H -2.949 -2.481 5.903  0.00
H -4.246 -1.684 4.962  0.00
H -4.213 -3.428 5.101  0.00

Properties
Energy above the lowest of the compared OMol25 structures with the same formula, charge and spin in kcal/mol: 15.5
E_LUMO (spin up / spin down) in eV: -2.78 / -4.34
Net charge: +1
<S²>: 8.8014
Spin multiplicity: 6
Strongest force on any atom in eV/Å: 5.36
Kohn-Sham gap (spin up / spin down) in eV: 7.4 / 6.3
Energy in Eh: -1911.0472

Entry 3:
Molecular formula: C44H36N5O2S4Ti
Method: DFT, ωB97M-V/def2-TZVPD

Each line ends with the Löwdin charge.
CARTESIAN COORDINATES (ANGSTROEM)
Ti -1.070 -0.680 -0.236  0.75
C -3.332 -4.142 0.973  -0.04
C -2.998 -5.151 0.071  -0.03
C -2.304 -4.812 -1.063  0.02
C -1.911 -3.483 -1.287  -0.30
N -2.143 -2.523 -0.348  -0.01
C -2.880 -2.872 0.729  -0.17
N -1.324 -3.251 -2.507  0.17
C -1.052 -2.061 -2.889  -0.35
N -1.346 -0.908 -2.186  -0.06
C -1.228 0.163 -3.023  -0.34
N -1.683 1.353 -2.792  0.17
C -2.593 1.527 -1.771  -0.33
C -3.300 2.742 -1.752  0.00
C -4.361 2.902 -0.892  -0.05
C -4.729 1.845 -0.059  -0.05
C -3.964 0.703 -0.088  -0.12
N -2.901 0.546 -0.890  0.03
C -0.613 -0.285 -4.287  -0.11
C -0.202 0.393 -5.416  0.00
C 0.316 -0.357 -6.467  -0.06
C 0.394 -1.744 -6.391  -0.05
C -0.036 -2.427 -5.258  0.01
C -0.526 -1.678 -4.208  -0.09
H -3.912 -4.352 1.860  0.11
H -3.296 -6.174 0.254  0.12
H -2.048 -5.535 -1.822  0.12
H -3.094 -2.086 1.438  0.08
H -3.012 3.509 -2.455  0.12
H -4.925 3.825 -0.881  0.12
H -5.583 1.915 0.598  0.12
H -4.197 -0.134 0.560  0.12
H -0.280 1.472 -5.476  0.12
H 0.658 0.147 -7.362  0.11
H 0.788 -2.299 -7.232  0.11
H 0.011 -3.505 -5.188  0.12
S -0.423 -1.551 1.918  0.77
C 0.591 -2.950 1.655  -0.63
C 0.826 -3.868 2.678  -0.11
C 1.715 -4.911 2.488  -0.09
C 2.381 -5.044 1.274  -0.09
C 2.146 -4.144 0.250  -0.11
C 1.245 -3.096 0.431  -0.61
S 0.941 -1.953 -0.859  0.82
H 0.307 -3.746 3.621  0.10
H 1.889 -5.621 3.286  0.10
H 3.084 -5.855 1.131  0.10
H 2.655 -4.236 -0.702  0.10
O -1.484 0.741 1.224  -0.70
S -1.190 2.229 1.124  1.10
C -2.201 2.929 2.437  -0.36
C -2.491 4.282 2.370  -0.08
C -3.196 4.868 3.409  -0.06
C -3.615 4.094 4.482  -0.06
C -3.338 2.734 4.520  -0.05
C -2.624 2.139 3.492  -0.06
C 0.353 2.527 2.011  -0.36
C 0.814 1.617 2.945  -0.08
C 1.993 1.890 3.623  -0.05
C 2.689 3.065 3.376  -0.06
C 2.205 3.977 2.447  -0.06
C 1.034 3.708 1.756  -0.10
H -2.166 4.863 1.513  0.11
H -3.424 5.925 3.376  0.11
H -4.164 4.550 5.295  0.11
H -3.680 2.135 5.354  0.11
H -2.393 1.081 3.498  0.12
H 0.270 0.701 3.125  0.06
H 2.365 1.175 4.346  0.12
H 3.608 3.274 3.906  0.11
H 2.740 4.898 2.259  0.11
H 0.649 4.415 1.028  0.11
C 6.428 -1.054 0.536  -0.04
C 5.184 -0.427 -0.027  -0.25
C 4.167 0.009 0.824  -0.01
C 2.988 0.513 0.314  -0.07
C 2.830 0.598 -1.059  -0.44
C 3.831 0.202 -1.928  -0.07
C 5.007 -0.309 -1.402  -0.02
S 1.252 1.076 -1.758  1.02
C 1.576 2.851 -1.758  -0.17
O 0.225 0.925 -0.628  -0.69
H 6.815 -0.478 1.376  0.08
H 7.208 -1.134 -0.220  0.08
H 6.203 -2.060 0.897  0.09
H 4.289 -0.078 1.897  0.12
H 2.169 0.796 0.961  0.09
H 3.682 0.264 -3.001  0.12
H 5.786 -0.649 -2.072  0.12
H 1.805 3.157 -0.740  0.05
H 0.688 3.355 -2.140  0.06
H 2.428 3.018 -2.415  0.07

Properties
Energy above the lowest of the compared OMol25 structures with the same formula, charge and spin in kcal/mol: 18.1
E_LUMO in eV: -3.14
Net charge: +1
Strongest force on any atom in eV/Å: 1.50
Kohn-Sham gap in eV: 6.3
Energy in Eh: -4564.7287

Entry 4:
Molecular formula: C5H8N2
Method: DFT, ωB97M-V/def2-TZVPD

Each line ends with the Löwdin charge.
CARTESIAN COORDINATES (ANGSTROEM)
C -0.980 0.856 0.700  -0.10
C -0.109 -0.192 -1.227  -0.06
C 1.328 -0.221 -0.741  -0.23
C 1.978 1.076 -0.551  -0.24
N 2.504 2.089 -0.365  0.15
C -0.933 -0.739 0.630  -0.23
N -0.758 -1.298 -0.732  -0.07
H -1.026 1.007 1.772  0.07
H -0.168 1.522 0.354  0.05
H -1.890 1.242 0.224  0.08
H 1.709 -0.659 -1.672  0.13
H 1.624 -0.903 0.070  0.12
H -1.922 -1.022 0.988  0.12
H -0.165 -1.163 1.285  0.11
H -1.663 -1.414 -1.188  0.11

Properties
Energy above the lowest of the compared OMol25 structures with the same formula, charge and spin in kcal/mol: 102.2
E_LUMO in eV: 0.41
Strongest force on any atom in eV/Å: 1.68
Kohn-Sham gap in eV: 9.0
Energy in Eh: -304.6727